1.
{"formula": "C3H13NO3", "method": "ωB97M-V with the def2-TZVPD basis set", "lumo_energy_ev": 0.81, "homo_lumo_gap_ev": 10.5, "elements": ["C", "C", "C", "N", "H", "H", "H", "H", "H", "H", "H", "H", "H", "O", "H", "H", "O", "H", "H", "O"], "xyz": [[-0.30401, -2.66158, 0.29918], [0.18693, -1.41582, -0.41627], [-0.64932, 0.16965, -1.91344], [-0.95714, -0.71660, -1.06791], [0.33225, -2.84012, 1.16546], [-0.34689, -3.51632, -0.37349], [-1.28414, -2.46740, 0.72877], [0.66376, -0.70366, 0.25171], [0.89765, -1.67260, -1.20157], [0.31467, 0.68596, -1.95703], [-1.42817, 0.56909, -2.55977], [1.69034, 1.41456, 0.01068], [3.11790, 1.42358, -0.54669], [2.19799, 1.45796, -0.81388], [-1.58738, 0.55229, 0.31718], [-2.67003, 0.66336, 1.44275], [-1.75307, 0.83344, 1.22982], [-0.03367, 1.40343, 1.57684], [0.81100, 2.24296, 2.54184], [0.88192, 1.61976, 1.81491]], "atomic_forces_ev_per_a": [[0.1, 0.5, 0.5], [-0.6, 0.6, -0.2], [-0.3, 0.9, 0.2], [0.5, -0.9, -0.8], [0.2, -0.4, -0.2], [0.0, -0.1, 0.2], [-0.2, -0.1, -0.2], [0.2, -0.1, 0.3], [0.1, 0.0, 0.1], [0.3, -0.6, -0.4], [-0.2, 0.2, 0.2], [0.3, 0.3, 0.2], [0.1, 0.0, 0.1], [-0.2, -0.1, -0.2], [-0.5, -0.3, 0.0], [-0.1, -0.1, -0.1], [0.5, 0.3, 0.1], [-0.2, 0.0, 0.4], [0.0, 0.1, 0.0], [0.1, -0.1, -0.2]], "nbo_charge": [-0.61, -0.26, -0.05, -0.45, 0.21, 0.21, 0.22, 0.20, 0.20, 0.18, 0.16, 0.50, 0.47, -0.97, 0.50, 0.49, -0.99, 0.50, 0.48, -0.99]}

2.
{"formula": "C3H13NO3", "method": "ωB97M-V with the def2-TZVPD basis set", "lumo_energy_ev": 0.32, "homo_lumo_gap_ev": 9.8, "elements": ["N", "C", "C", "C", "H", "H", "H", "H", "H", "H", "H", "H", "H", "O", "H", "H", "O", "H", "H", "O"], "xyz": [[2.37729, 1.61231, 0.17567], [1.11807, 1.94994, -0.50006], [-1.31234, 1.84843, -0.04145], [-0.10872, 1.30107, 0.05841], [2.29963, 1.80588, 1.16468], [2.55232, 0.61864, 0.07421], [1.27352, 1.69991, -1.55570], [1.11727, 3.03566, -0.59457], [-2.15094, 1.36721, 0.44702], [-1.45961, 2.77838, -0.57076], [0.05762, 0.42045, 0.65498], [-1.87164, -1.13473, -0.38821], [-0.71275, -1.52026, -1.26579], [-1.68156, -1.62198, -1.20253], [0.43952, -2.94148, -1.35862], [1.30625, -2.37821, -0.13210], [1.29059, -2.58169, -1.08007], [-2.08504, -1.70583, 2.16844], [-1.42474, -0.62933, 3.05237], [-1.31447, -1.13019, 2.23535]], "atomic_forces_ev_per_a": [[-0.2, -0.2, -0.1], [1.3, 0.0, -0.8], [0.1, -0.5, 0.4], [-0.1, 1.2, 0.0], [0.0, 0.0, 0.1], [0.1, 0.0, 0.1], [-0.2, -0.5, 0.0], [-0.7, 0.2, 0.5], [-0.2, 0.1, -0.2], [-0.1, 0.1, 0.0], [-0.1, -0.4, 0.0], [-0.1, 0.0, -0.2], [-0.6, 0.2, -0.1], [0.7, 0.1, 0.3], [0.2, -0.2, 0.6], [-0.5, -0.4, -0.4], [0.3, 0.4, -0.1], [0.1, 0.0, 0.1], [-0.1, -0.1, -0.1], [0.0, 0.0, -0.1]], "nbo_charge": [-0.82, -0.28, -0.39, -0.21, 0.35, 0.35, 0.20, 0.20, 0.19, 0.20, 0.20, 0.47, 0.47, -0.95, 0.48, 0.48, -0.95, 0.48, 0.48, -0.95]}

3.
{"formula": "C3H13NO3", "method": "ωB97M-V with the def2-TZVPD basis set", "lumo_energy_ev": 0.75, "homo_lumo_gap_ev": 10.2, "elements": ["C", "O", "C", "C", "N", "H", "H", "H", "H", "H", "H", "H", "H", "H", "H", "H", "O", "H", "H", "O"], "xyz": [[-0.36221, -0.24684, -0.26986], [-0.42085, 0.49296, 0.96559], [-1.85054, -0.61012, -0.76725], [-1.77859, -1.58828, -1.94840], [-2.70571, -1.19702, 0.35461], [0.44267, 0.28614, -0.92587], [0.11736, -1.29676, 0.02663], [-1.47102, 0.47373, 1.00061], [-2.12567, 0.41503, -1.33889], [-1.51702, -1.10601, -2.88924], [-2.72688, -2.07865, -2.03641], [-1.17597, -2.47314, -1.80601], [-3.49782, -0.59210, 0.50567], [-2.92750, -2.16607, 0.24516], [5.13575, 0.29388, 1.87252], [5.72500, -1.18887, 2.23159], [4.92934, -0.67311, 2.00749], [0.54222, 3.62147, 0.11708], [1.71692, 2.81825, -0.16484], [1.07276, 3.43560, -0.64898]], "atomic_forces_ev_per_a": [[1.8, -2.5, 1.2], [-4.0, -0.1, -1.1], [1.5, 1.1, -1.8], [-0.1, -0.1, 0.2], [1.7, 2.8, -1.1], [-2.1, -0.9, 0.4], [-0.8, 1.9, -0.8], [3.2, 0.4, 1.2], [-0.6, -2.0, 2.1], [0.1, -0.1, 0.1], [-1.0, 0.2, -0.5], [1.0, 0.1, 0.4], [-0.3, -0.5, 0.1], [-0.2, -0.2, -0.3], [0.2, -1.9, 0.4], [-0.3, 0.9, -0.2], [0.2, 1.0, -0.2], [-1.0, 0.5, 0.4], [-1.0, 1.1, -1.5], [2.0, -1.7, 1.2]], "nbo_charge": [-0.09, -0.73, -0.10, -0.63, -0.87, 0.20, 0.15, 0.47, 0.21, 0.22, 0.21, 0.21, 0.38, 0.38, 0.48, 0.48, -0.96, 0.46, 0.47, -0.93]}

4.
{"formula": "C3H13NO3", "method": "ωB97M-V with the def2-TZVPD basis set", "lumo_energy_ev": 0.51, "homo_lumo_gap_ev": 9.7, "elements": ["C", "C", "C", "O", "N", "H", "H", "H", "H", "H", "H", "H", "H", "H", "H", "H", "O", "H", "H", "O"], "xyz": [[1.48156, 0.40610, 0.92695], [0.07631, -0.12955, 0.38604], [-1.19049, 0.72606, 0.69005], [-2.33352, 0.14650, 0.07535], [2.65029, -0.36466, 0.52220], [1.65417, 1.38048, 0.42394], [1.27516, 0.58239, 1.99662], [0.22200, 0.03613, -0.79535], [0.01525, -1.13990, 0.75796], [-1.31430, 0.63661, 1.77346], [-1.06472, 1.81935, 0.53551], [-2.15852, 0.06616, -0.86523], [2.82104, -1.18099, 1.10799], [2.63424, -0.60590, -0.44679], [-3.41257, -2.08089, 0.84363], [-2.41448, -2.10828, -0.23319], [-2.94772, -2.71679, 0.28415], [1.56010, 1.73831, -1.93587], [1.32488, 1.59491, -3.44719], [1.12131, 1.19396, -2.60025]], "atomic_forces_ev_per_a": [[-1.8, 0.9, -1.3], [1.6, 2.5, -2.9], [1.3, -0.8, 1.3], [0.1, 0.4, 0.2], [-0.1, -0.2, 1.9], [-0.4, -0.1, 0.7], [1.2, -0.2, -0.2], [-0.5, -1.4, 2.3], [-0.6, -0.5, -0.4], [-0.6, 0.0, 0.0], [0.0, -0.6, -0.6], [0.1, 0.2, -0.2], [-0.2, 0.2, -0.4], [-0.2, -0.2, -0.5], [-0.1, -0.2, 0.0], [0.2, -0.1, -0.1], [-0.2, 0.2, 0.2], [0.0, 0.0, -0.2], [0.1, 0.1, -0.1], [0.0, -0.1, 0.2]], "nbo_charge": [-0.21, -0.45, -0.07, -0.73, -0.85, 0.16, 0.19, 0.20, 0.21, 0.17, 0.17, 0.47, 0.36, 0.37, 0.47, 0.47, -0.94, 0.47, 0.48, -0.95]}

5.
{"formula": "C3H13NO3", "method": "ωB97M-V with the def2-TZVPD basis set", "lumo_energy_ev": 0.19, "homo_lumo_gap_ev": 8.9, "elements": ["C", "N", "C", "C", "O", "H", "H", "H", "H", "H", "H", "H", "H", "H", "H", "H", "O", "H", "H", "O"], "xyz": [[2.01030, 1.43032, 2.31673], [1.07073, 1.48922, 0.98589], [1.15100, 0.82660, -0.33925], [-0.23409, 0.97630, -0.93598], [-0.28765, -0.12155, -2.06407], [1.34541, 1.44905, 3.20238], [3.02220, 1.97817, 2.16234], [2.41747, 0.38884, 2.36596], [0.53171, 2.33858, 0.93056], [1.89534, 1.12353, -1.12904], [1.38136, -0.26185, -0.05510], [-1.08697, 0.72064, -0.28507], [-0.49219, 1.90519, -1.36780], [-0.19826, -0.93714, -2.79588], [-0.85483, -1.46790, -1.43425], [-0.80100, -2.97792, -2.06729], [-0.86055, -2.45571, -1.23595], [-2.57622, -2.06170, 0.63232], [-3.96015, -2.07673, 0.13696], [-3.47362, -2.26590, 0.97652]], "atomic_forces_ev_per_a": [[0.4, -1.8, -3.7], [1.0, 0.5, 1.8], [0.7, -1.3, 1.9], [0.1, -3.6, -1.0], [-0.8, -1.3, -2.0], [0.7, 1.1, -0.6], [-2.2, 0.1, 0.9], [-0.6, 0.4, -0.3], [0.4, 0.3, 0.3], [-0.3, 0.2, 1.0], [-0.6, 1.3, -1.0], [0.7, -0.2, 0.0], [0.3, 1.0, -0.9], [0.4, 4.3, 3.1], [0.2, -1.1, 0.1], [-0.2, 0.7, 0.9], [-0.3, -0.4, -0.4], [-0.3, -0.5, 0.6], [0.1, -0.4, 1.1], [0.3, 0.8, -1.8]], "nbo_charge": [-0.43, -0.69, -0.24, 0.04, -0.99, 0.23, 0.21, 0.20, 0.35, 0.18, 0.21, 0.20, 0.19, 0.59, 0.49, 0.46, -1.00, 0.48, 0.46, -0.94]}

6.
{"formula": "C3H13NO3", "method": "ωB97M-V with the def2-TZVPD basis set", "lumo_energy_ev": 0.57, "homo_lumo_gap_ev": 9.8, "elements": ["C", "N", "C", "O", "C", "H", "H", "H", "H", "H", "H", "H", "H", "H", "H", "H", "O", "H", "H", "O"], "xyz": [[1.11936, -0.35547, 0.38062], [0.46799, -0.38650, 1.68160], [-0.54765, -1.41367, 1.84256], [-1.87846, -0.92651, 1.57667], [1.80116, 0.98980, 0.14970], [0.45804, -0.64897, -0.43174], [1.89285, -1.12180, 0.43083], [0.11226, 0.50090, 2.00783], [-0.48919, -1.87611, 2.82470], [-0.41865, -2.11271, 1.01708], [-2.06049, -0.13930, 2.10451], [1.82412, 1.30770, -0.88922], [2.85423, 0.85289, 0.41073], [1.44937, 1.84204, 0.73201], [-2.53791, 1.29811, -1.31831], [-1.56345, 0.22115, -0.69412], [-1.68355, 0.86705, -1.39776], [0.17228, 0.23221, -3.53709], [0.86715, 1.14343, -2.61584], [1.00305, 0.72232, -3.47441]], "atomic_forces_ev_per_a": [[0.1, 0.4, 0.5], [-0.6, -0.7, 0.5], [0.0, 1.0, -0.9], [0.0, 0.1, 0.0], [1.0, -0.1, -0.2], [-0.3, 0.2, -0.2], [0.0, -0.1, -0.3], [0.2, 0.2, -0.2], [-0.1, -0.1, 0.1], [0.2, -0.5, 0.5], [0.1, -0.2, 0.1], [-0.2, -0.1, -0.1], [0.0, 0.3, 0.1], [-0.4, -0.3, 0.1], [0.0, -0.3, 0.3], [-0.5, 0.1, 0.2], [0.6, 0.1, -0.5], [0.1, 0.0, -0.3], [0.2, 0.2, -0.1], [-0.4, -0.1, 0.4]], "nbo_charge": [-0.22, -0.65, 0.09, -0.75, -0.62, 0.16, 0.19, 0.35, 0.16, 0.17, 0.46, 0.21, 0.22, 0.21, 0.48, 0.49, -0.97, 0.47, 0.47, -0.94]}

| no. | M (u) |
| --- | --- |
| 1 | 111.1 |
| 2 | 111.1 |
| 3 | 111.1 |
| 4 | 111.1 |
| 5 | 111.1 |
| 6 | 111.1 |